[1]
ORCA calculation (ωB97M-V/def2-TZVPD) on a gas-phase ion, C4H8NO2 (charge -1) at a distorted geometry.

Cartesian coordinates (Å):
H: -1.486 0.653 2.016
C: -0.837 -0.228 -1.214
H: -0.913 1.766 -0.424
C: -0.690 0.740 -0.080
O: 2.455 -0.668 1.364
N: 0.626 0.499 0.456
H: -2.705 0.991 0.743
H: 0.834 0.971 1.331
H: -2.059 -0.605 0.880
C: 1.583 -0.735 0.409
H: 0.869 -1.627 0.605
H: 1.781 -0.814 -0.688
H: -0.549 -1.257 -0.949
O: -1.195 0.083 -2.328
C: -1.783 0.453 0.992

Results
* SMILES: C[C@H](C=O)NC[O-]
* total charge: -1
* energy relative to the best compared isomer or geometry (same formula, charge and spin): 319.8 kJ/mol

---

[2]
ORCA calculation (ωB97M-V/def2-TZVPD) on a molecular structure, C20H23NO at a distorted geometry.

Cartesian coordinates (Å):
C: 4.196 0.860 -0.820
C: -3.943 -3.260 -0.440
C: -3.882 1.979 0.216
H: 2.889 -1.657 1.896
C: 2.335 -0.254 0.145
H: 0.229 1.072 -1.220
C: -1.264 2.653 -0.297
H: -4.266 -0.440 1.941
C: -2.928 1.042 -0.039
H: 1.084 -2.366 0.525
H: 5.350 -0.952 1.605
H: 1.988 0.328 0.798
H: 3.097 -0.869 -1.705
H: 3.582 -2.171 0.405
H: 5.501 -0.711 -0.663
C: -3.666 3.183 0.535
C: -0.082 -0.541 0.384
C: -2.897 -1.140 -1.331
H: 2.059 0.701 -1.490
C: -3.200 -0.450 -0.075
C: 4.558 -0.395 1.096
C: 1.107 -1.236 -0.062
C: 5.205 0.219 -0.144
H: -4.478 4.118 0.737
C: -4.431 -2.270 0.702
H: -4.780 -2.745 1.527
H: -2.933 -3.163 -2.168
C: -3.227 -2.364 -1.295
O: -0.864 -0.883 1.407
C: 2.839 0.014 -1.032
H: -0.341 3.215 -0.156
H: 3.767 1.924 -0.237
H: 4.671 1.142 -1.683
C: -2.344 3.662 0.160
H: -2.406 -0.668 -1.869
H: 6.069 0.750 0.367
H: -2.067 4.919 0.170
C: -1.512 1.435 -0.182
H: -4.917 1.610 0.417
H: 4.366 0.698 1.872
H: -4.278 -4.172 -0.345
N: -0.351 0.655 -0.409
C: 3.372 -1.170 0.987
H: 0.823 -1.464 -1.178
C: -4.031 -0.837 0.951

Results
* total charge: 0
* energy relative to the best compared isomer or geometry (same formula, charge and spin): 1465.9 kJ/mol

---

[3]
ORCA calculation (ωB97M-V/def2-TZVPD) on a single CN4O3 molecule at a distorted geometry.

Cartesian coordinates (Å):
N: 0.604 0.782 -0.906
O: 0.076 -2.145 1.106
O: -0.257 2.005 0.645
N: -0.681 0.803 0.987
N: 0.531 1.943 -0.567
N: -0.164 -1.510 -0.101
C: -0.191 -0.024 0.043
O: 0.082 -1.854 -1.206

Results
* SMILES: O=[N+]([O-])c1nnon1
* total charge: 0
* energy relative to the best compared isomer or geometry (same formula, charge and spin): 177.1 kJ/mol

---

[4]
ORCA calculation (ωB97M-V/def2-TZVPD) on 3 unconnected molecules or ions with the total composition C23H36BF3NO2P at a distorted geometry.

Cartesian coordinates (Å):
H: -3.368 -3.109 1.257
C: 2.699 1.001 -0.225
H: 8.286 -5.486 3.140
C: 0.195 -1.676 1.093
H: 6.227 0.722 0.347
C: 6.585 -4.193 3.027
N: -4.238 3.182 1.382
H: 1.310 -0.295 -1.169
H: 6.592 -3.924 4.075
C: 3.873 0.336 -0.925
C: -2.770 -2.399 0.689
C: -3.311 -0.375 -0.877
C: -0.287 -2.439 -0.125
H: 6.506 -5.081 -0.730
H: -5.774 4.171 -0.882
H: -0.335 -1.822 -1.016
H: -5.471 0.659 2.200
H: 0.283 -2.377 1.922
F: -7.767 6.985 -3.752
H: -7.802 5.137 -1.949
C: -4.419 5.415 -1.987
H: -4.731 -1.726 0.077
H: -3.777 3.691 0.628
H: 2.939 1.313 0.787
H: -4.172 0.050 -1.382
H: 3.463 -0.284 -1.720
H: 2.445 1.901 -0.779
H: 8.241 -6.058 0.737
H: 4.874 0.787 1.483
C: 1.547 -0.983 0.871
H: -2.416 -1.690 1.422
H: -3.532 5.001 -1.525
O: 4.632 -0.538 -0.111
C: 5.574 -3.974 0.846
H: 4.512 1.076 -1.412
H: -3.317 6.777 -3.226
C: 1.454 0.114 -0.175
C: 6.526 -4.837 0.324
C: -6.666 6.469 -3.171
C: 5.620 -3.666 2.191
C: -5.677 4.950 -1.626
H: 2.294 -1.709 0.557
P: -2.770 0.833 0.405
H: 4.804 -3.539 0.222
H: 0.598 0.751 0.044
B: -4.302 1.753 1.057
H: -0.507 -0.900 1.370
H: -5.353 7.718 -4.300
O: -5.479 1.057 1.309
H: -1.477 -4.125 0.559
C: 7.501 -5.383 1.147
C: 5.439 0.134 0.822
H: -1.951 -3.460 -0.957
H: -3.755 -2.412 -1.176
C: 7.528 -5.061 2.497
F: -2.039 1.947 -0.496
H: 5.919 -0.621 1.435
F: 4.700 -2.824 2.700
C: -3.723 -1.743 -0.322
C: -1.619 -3.184 0.042
C: -5.426 6.945 -3.547
C: -4.296 6.412 -2.945
H: -2.520 -0.465 -1.614
H: 1.858 -0.565 1.824
H: 0.472 -3.193 -0.333
H: -3.635 3.348 2.186
C: -6.813 5.480 -2.219

Results
* SMILES: COCCCCCCCCCCP(F)B(N)O.Fc1ccccc1.Fc1ccccc1
* total charge: 0

---

[5]
ORCA calculation (ωB97M-V/def2-TZVPD) on 2 unconnected molecules or ions with the total composition CH4BrP at a distorted geometry.

Cartesian coordinates (Å):
H: -1.478 -0.290 -0.839
C: -0.997 -0.245 0.174
P: -0.084 1.357 0.400
Br: 3.276 -0.512 -0.458
H: 0.931 1.057 -0.470
H: -0.004 -0.829 0.167
H: -1.644 -0.538 1.026

Results
* total charge: 0
* energy relative to the best compared isomer or geometry (same formula, charge and spin): 310.9 kJ/mol

---

[6]
ORCA calculation (ωB97M-V/def2-TZVPD) on a gas-phase ion, C4H7O (charge +1) at a distorted geometry.

Cartesian coordinates (Å):
H: 1.227 -0.254 0.952
C: -0.334 1.131 1.200
C: 0.325 0.048 0.584
H: 0.449 -2.545 -1.184
C: 0.784 -1.408 -1.104
H: -0.040 1.215 2.327
H: 1.852 -1.438 -0.687
C: -1.078 2.011 0.535
H: 0.751 -1.235 -2.223
O: -0.041 -0.493 -0.526
H: -1.713 2.835 0.923
H: -1.261 1.953 -0.464

Results
* total charge: +1
* energy relative to the best compared isomer or geometry (same formula, charge and spin): 50.1 kJ/mol

---

no.,electronic energy (eV)
1,-9861.472
2,-24637.267
3,-13132.021
4,-48139.111
5,-80430.064
6,-6298.884